ORCA calculation (ωB97M-V/def2-TZVPD) on a cluster of 11 separate species, C5H32O11 in total.

Its energy above the lowest of the compared OMol25 structures with the same formula, charge and spin is 72.4 kcal per mole. Its HOMO energy (spin up / spin down) is -12.04 / -11.92 eV. For the maximum force, the calculation gives 2.900 eV/A. As for the expectation value of S²: 0.7544.

Geometry as ORCA input:
```
! RIJCOSX wB97M-V def2-TZVPD def2/J DEFGRID3
* xyz 1 2
C -0.697 -2.950 3.439
O -0.298 -1.974 2.452
H -1.172 -3.741 2.859
H 0.062 -3.172 4.189
H -1.466 -2.506 4.071
H 0.257 -2.390 1.788
C -1.148 -0.200 -3.280
O -0.716 -0.790 -4.507
H -1.674 0.741 -3.444
H -1.833 -0.908 -2.814
H -0.369 -0.025 -2.538
H -1.490 -0.963 -5.048
C -1.049 2.954 -2.141
O -0.622 4.301 -1.926
H -0.949 2.375 -1.223
H -2.037 2.917 -2.601
H -0.307 2.452 -2.761
H 0.137 4.250 -1.340
C 1.477 0.546 4.605
O 0.733 0.738 3.409
H 1.639 1.478 5.145
H 1.008 -0.076 5.368
H 2.493 0.251 4.339
H 0.513 -0.099 2.993
C 3.190 -0.275 -2.952
O 3.609 -0.671 -1.700
H 2.305 0.351 -2.840
H 3.968 0.315 -3.437
H 2.872 -1.146 -3.525
H 2.835 -0.971 -1.218
O 1.871 2.487 -1.082
H 2.575 2.653 -0.454
H 1.283 1.883 -0.629
O 0.319 0.612 0.125
H 0.348 -0.155 -0.447
H -0.271 0.359 0.836
O -1.647 -2.423 -0.508
H -2.188 -3.062 -0.045
H -2.159 -1.614 -0.488
O -2.407 2.547 1.051
H -2.440 1.601 1.197
H -1.670 2.846 1.582
O 1.089 -1.991 -0.738
H 0.154 -2.070 -0.927
H 1.308 -2.798 -0.271
O -2.387 -0.190 1.742
H -1.793 -0.907 1.966
H -3.255 -0.593 1.727
*
```

***

ORCA calculation (ωB97M-V/def2-TZVPD) on a cluster of 6 separate species, C47H77BCl2N3O17PS6 in total.

Its HOMO energy is -6.68 eV. For the maximum force, the calculation gives 7.341 eV/A.

Geometry as ORCA input:
```
! RIJCOSX wB97M-V def2-TZVPD def2/J DEFGRID3
* xyz 0 1
C 5.736 -0.500 7.599
C 5.809 -0.278 6.291
C 5.834 -0.179 4.675
C 5.327 -1.350 3.712
C 6.477 -2.483 4.043
C 6.349 -3.294 5.412
C 7.475 -3.281 6.355
C 5.518 -0.554 2.245
B 6.540 -1.234 1.112
N 7.330 -2.483 1.086
O 6.883 -0.437 -0.100
C 6.609 0.685 2.244
O 6.471 1.906 1.997
O 8.013 0.372 2.449
C 3.974 -0.207 1.727
C 3.634 -0.570 0.156
C 2.404 0.139 -0.579
C 2.660 1.196 -1.776
C 1.562 1.916 -2.606
C 0.033 1.655 -2.341
C -0.298 0.593 -1.233
C 0.866 -0.121 -0.416
P 3.318 1.594 1.692
C 3.738 2.682 3.227
O 4.143 2.559 0.472
C 3.026 -1.219 2.697
S 1.790 0.156 3.215
O 2.026 -1.936 1.972
C 0.956 -2.645 2.541
C -0.566 -2.143 2.518
C -1.170 -2.140 4.047
C -2.794 -2.055 4.015
N 3.869 -1.923 3.809
C 3.118 -1.552 5.035
O 3.569 -2.220 6.295
N 2.788 -1.791 7.313
O 2.478 -2.725 8.004
C 3.883 -3.310 3.243
Cl 4.468 -3.760 1.521
C 3.400 -4.539 3.817
C 2.672 -4.674 5.202
Cl 3.514 -6.195 2.953
H 5.284 -0.431 8.664
H 5.306 0.853 4.529
H 7.000 -0.077 4.617
H 7.553 -2.032 4.031
H 6.547 -3.329 3.266
H 5.457 -3.951 5.710
H 8.137 -4.191 6.584
H 7.727 -2.293 6.882
H 6.994 -3.134 0.359
H 8.343 -2.278 0.974
H 7.854 -0.500 -0.261
H 3.544 -1.697 -0.047
H 4.494 -0.230 -0.563
H 3.764 1.455 -2.045
H 1.867 2.659 -3.436
H -0.760 2.232 -2.953
H -1.408 0.334 -1.018
H 0.507 -0.898 0.331
H 4.679 3.318 3.112
H 3.617 2.131 4.225
H 2.852 3.459 3.224
H 3.981 3.518 0.649
H 0.808 0.325 2.269
H 0.909 -3.647 1.921
H 1.090 -3.078 3.621
H -1.256 -2.882 1.934
H -0.780 -1.105 2.098
H -0.687 -1.310 4.698
H -0.911 -3.150 4.558
H -3.224 -2.508 4.989
H -3.131 -2.709 3.108
H -3.108 -0.955 3.860
H 3.252 -0.445 5.381
H 2.005 -1.825 5.070
H 1.850 -3.893 5.458
H 2.104 -5.678 5.285
H 3.477 -4.728 6.046
C 2.706 8.501 3.455
C 4.154 8.198 3.068
C 4.325 6.678 3.085
S 2.715 5.991 2.724
O 2.247 5.277 3.891
O 2.737 5.390 1.407
C 1.851 7.548 2.632
H 2.443 9.544 3.261
H 2.560 8.309 4.523
H 4.350 8.579 2.060
H 4.863 8.682 3.744
H 5.039 6.345 2.330
H 4.632 6.321 4.071
H 0.838 7.435 3.021
H 1.821 7.851 1.583
C -3.075 -0.520 -5.723
C -2.699 0.815 -6.367
C -3.665 1.872 -5.831
S -4.172 1.311 -4.210
O -5.585 1.009 -4.248
O -3.593 2.175 -3.204
C -3.265 -0.225 -4.241
H -2.308 -1.279 -5.886
H -4.012 -0.886 -6.155
H -1.673 1.078 -6.087
H -2.737 0.762 -7.457
H -3.185 2.848 -5.742
H -4.558 1.952 -6.455
H -3.825 -0.999 -3.717
H -2.304 -0.055 -3.748
C -5.887 -3.862 -8.726
C -4.973 -4.646 -9.670
C -3.677 -3.849 -9.821
S -3.485 -2.914 -8.308
O -3.595 -1.506 -8.620
O -2.376 -3.454 -7.552
C -5.010 -3.448 -7.553
H -6.740 -4.460 -8.398
H -6.272 -2.974 -9.239
H -4.754 -5.627 -9.233
H -5.446 -4.818 -10.640
H -2.814 -4.504 -9.954
H -3.737 -3.141 -10.650
H -5.438 -2.636 -6.963
H -4.784 -4.302 -6.910
C -10.264 -8.178 -8.818
C -11.105 -7.673 -7.645
C -10.163 -6.944 -6.685
S -8.820 -6.314 -7.684
O -7.602 -6.989 -7.297
O -8.915 -4.873 -7.756
C -9.383 -7.005 -9.229
H -10.888 -8.520 -9.647
H -9.641 -9.018 -8.493
H -11.865 -6.977 -8.014
H -11.626 -8.490 -7.140
H -10.662 -6.113 -6.184
H -9.741 -7.626 -5.943
H -8.529 -7.302 -9.838
H -9.965 -6.238 -9.746
C -2.833 7.905 3.444
C -3.672 8.413 4.618
C -2.726 9.135 5.579
S -1.379 9.759 4.582
O -0.165 9.076 4.969
O -1.465 11.201 4.512
C -1.945 9.073 3.035
H -3.458 7.567 2.615
H -2.216 7.061 3.770
H -4.428 9.114 4.249
H -4.198 7.598 5.121
H -3.221 9.969 6.080
H -2.309 8.451 6.320
H -1.092 8.771 2.427
H -2.522 9.844 2.519
*
```

***

ORCA calculation (ωB97M-V/def2-TZVPD) on a cluster of 2 separate species, C2H7N2O3P in total.

Its HOMO energy (spin up / spin down) is -8.44 / -9.76 eV. For the maximum force, the calculation gives 6.328 eV/A.

Geometry as ORCA input:
```
! RIJCOSX wB97M-V def2-TZVPD def2/J DEFGRID3
* xyz 0 1
C 2.964 0.886 0.285
C 2.180 1.063 -0.772
N -2.593 0.135 -0.151
N 0.104 -1.952 0.796
O 0.057 -0.629 -1.793
O -3.946 -0.184 0.396
O 0.702 -0.724 0.687
P 0.565 0.131 -0.659
H 3.876 1.486 0.374
H 2.711 0.337 1.132
H 2.314 1.500 -1.647
H -1.873 0.016 0.541
H -2.278 -0.604 -0.765
H -4.446 0.463 -0.228
H -0.337 -1.925 1.805
*
```

***

ORCA calculation (ωB97M-V/def2-TZVPD) on a structure of composition C24H18Br2N8O3STi.

Its energy above the lowest of the compared OMol25 structures with the same formula, charge and spin is 24.9 kcal per mole. Its HOMO energy (spin up / spin down) is -4.95 / -7.42 eV. For the maximum force, the calculation gives 2.891 eV/A. As for the expectation value of S²: 2.0367.

Geometry as ORCA input:
```
! RIJCOSX wB97M-V def2-TZVPD def2/J DEFGRID3
* xyz 0 3
Ti 0.057 -0.774 -0.241
O 1.787 -4.215 1.018
C 1.413 -3.089 0.792
N 0.451 -2.676 -0.105
C -0.090 -3.478 -1.081
O 0.315 -4.525 -1.520
C -1.366 -2.835 -1.579
C -2.380 -3.604 -2.116
C -3.583 -2.997 -2.433
C -3.720 -1.635 -2.193
C -2.656 -0.933 -1.661
N -1.488 -1.511 -1.360
C 1.933 -1.901 1.545
C 2.861 -2.044 2.562
C 3.343 -0.918 3.201
C 2.889 0.328 2.772
C 1.970 0.398 1.750
N 1.476 -0.691 1.137
H -2.205 -4.663 -2.251
H -4.401 -3.568 -2.850
H -4.645 -1.119 -2.407
H -2.734 0.130 -1.471
H 3.183 -3.045 2.814
H 4.062 -0.996 4.004
H 3.258 1.236 3.227
H 1.603 1.353 1.390
C -1.220 3.722 4.605
C -1.475 2.303 4.271
N -1.856 1.358 5.064
N -1.900 0.262 4.271
C -1.581 0.494 2.983
S -1.627 -0.705 1.793
N -1.308 1.823 2.986
N -0.817 2.621 1.966
H -1.213 3.850 5.684
H -1.985 4.365 4.169
H -0.259 4.020 4.185
H -2.160 -0.636 4.638
H -1.490 3.353 1.772
H -0.737 2.056 1.111
Br -2.218 3.458 -1.577
C -0.759 2.560 -2.397
C -0.269 3.012 -3.613
C 0.781 2.349 -4.219
Br 1.438 3.026 -5.870
C 1.380 1.208 -3.649
C 2.482 0.482 -4.165
C 2.966 -0.611 -3.444
C 2.372 -1.005 -2.268
N 1.290 -0.350 -1.750
C 0.830 0.755 -2.428
C -0.213 1.438 -1.772
O -0.569 0.946 -0.582
H -0.706 3.882 -4.081
H 2.942 0.767 -5.099
H 3.818 -1.166 -3.811
H 2.733 -1.864 -1.716
*
```

***

ORCA calculation (ωB97M-V/def2-TZVPD) on a structure of composition C5H7NO.

Its energy above the lowest of the compared OMol25 structures with the same formula, charge and spin is 115.1 kcal per mole. Its HOMO energy is -8.52 eV. For the maximum force, the calculation gives 0.741 eV/A.

Geometry as ORCA input:
```
! RIJCOSX wB97M-V def2-TZVPD def2/J DEFGRID3
* xyz 0 1
O 0.971 0.926 1.683
C 1.248 1.227 0.544
C 0.529 0.811 -0.708
C 0.442 -0.634 -1.122
C -0.043 -1.387 0.131
C -1.197 -0.427 0.417
N -0.933 0.585 -0.668
H 2.164 1.819 0.333
H 0.768 1.499 -1.521
H -1.102 0.091 -1.572
H 0.712 -1.443 0.923
H -0.375 -2.398 -0.118
H -1.174 0.067 1.389
H -2.192 -0.845 0.252
*
```

***

ORCA calculation (ωB97M-V/def2-TZVPD) on a structure of composition C23H26N4O2PbS5.

Its energy above the lowest of the compared OMol25 structures with the same formula, charge and spin is 0.0 kcal per mole. Its HOMO energy is -1.39 eV. For the maximum force, the calculation gives 0.449 eV/A.

Geometry as ORCA input:
```
! RIJCOSX wB97M-V def2-TZVPD def2/J DEFGRID3
* xyz -2 1
Pb 0.581 -1.070 0.197
O 1.920 -0.697 2.413
C 2.046 0.327 3.146
C 3.363 0.820 3.459
C 3.581 1.890 4.282
C 2.510 2.556 4.901
C 1.231 2.129 4.629
C 0.952 1.061 3.762
C -0.445 0.746 3.539
N -0.901 -0.025 2.639
C -2.319 -0.195 2.462
C -2.602 -1.580 1.877
N -2.105 -1.731 0.524
C -2.855 -2.258 -0.359
C -2.500 -2.546 -1.729
C -3.269 -3.513 -2.393
C -2.954 -3.972 -3.651
C -1.819 -3.445 -4.289
C -1.082 -2.452 -3.703
C -1.388 -1.924 -2.407
O -0.723 -0.938 -1.949
H 4.185 0.303 2.979
H 4.596 2.234 4.460
H 2.688 3.385 5.576
H 0.390 2.650 5.082
H -1.147 1.286 4.204
H -2.685 0.563 1.762
H -2.873 -0.075 3.409
H -3.685 -1.786 1.935
H -2.085 -2.311 2.510
H -3.872 -2.581 -0.065
H -4.120 -3.943 -1.869
H -3.551 -4.738 -4.131
H -1.520 -3.835 -5.257
H -0.205 -2.041 -4.190
N -1.855 1.707 -1.043
C -1.819 2.829 -1.984
C -0.501 3.589 -1.880
C -0.121 4.046 -0.456
C 1.279 3.563 -0.084
N 1.206 2.139 0.205
H -0.902 1.385 -0.878
H -2.327 0.917 -1.464
H -2.664 3.499 -1.773
H -1.931 2.493 -3.023
H -0.540 4.456 -2.545
H 0.277 2.915 -2.249
H -0.818 3.615 0.268
H -0.181 5.135 -0.370
H 1.681 4.159 0.751
H 1.950 3.707 -0.935
H 0.762 1.987 1.103
H 2.126 1.712 0.247
S 5.342 -4.969 -4.262
C 4.357 -4.116 -3.232
S 4.462 -2.417 -2.981
C 3.158 -2.222 -1.809
C 2.520 -3.372 -1.476
S 1.224 -3.626 -0.337
S 3.096 -4.818 -2.294
S 2.879 -0.607 -1.249
*
```